Record 1
78
Properties=species:S:1:pos:R:3 method="wB97M-V/def2-TZVPD" homo_lumo_gap_ev="6.31 / 6.41" e_above_lowest_kj_mol=213.6 s2=0.7816 homo_energy_ev="-6.841 / -7.527" spin_multiplicity=2
Ti 1.347 0.372 -0.072
C 3.472 0.915 3.477
C 3.077 0.681 2.055
N 1.851 0.989 1.622
N 1.080 1.918 2.274
C 0.717 2.864 1.455
N -0.112 3.858 1.861
S 1.270 2.911 -0.197
C 3.937 0.226 1.021
C 5.282 -0.179 1.177
C 6.052 -0.412 0.068
C 5.488 -0.253 -1.207
C 4.159 0.090 -1.295
N 3.388 0.320 -0.238
H 3.121 1.899 3.791
H 4.546 0.851 3.613
H 2.988 0.170 4.113
H -0.215 4.018 2.850
H -0.156 4.658 1.249
H 5.695 -0.305 2.164
H 7.082 -0.716 0.164
H 6.074 -0.403 -2.098
H 3.676 0.198 -2.262
C 1.715 1.906 -4.558
C 0.446 1.693 -3.788
C -0.775 2.114 -4.305
C -1.941 1.921 -3.584
C -3.271 2.362 -4.120
C -1.893 1.330 -2.331
C -0.683 0.913 -1.751
C 0.475 1.085 -2.546
N -0.488 0.418 -0.482
C -1.613 0.042 0.367
C -2.419 1.275 0.824
C -3.577 0.847 1.722
C -4.472 -0.149 0.983
C -3.666 -1.398 0.621
C -3.120 -2.034 1.896
C -2.204 -1.028 2.589
C -3.026 0.196 2.986
C -1.064 -0.621 1.646
C -2.510 -1.020 -0.306
H 1.504 2.410 -5.497
H 2.200 0.955 -4.778
H 2.408 2.520 -3.982
H -0.813 2.593 -5.271
H -3.159 2.851 -5.084
H -3.742 3.061 -3.429
H -3.933 1.505 -4.239
H -2.832 1.223 -1.818
H 1.437 0.729 -2.146
H -2.799 1.839 -0.024
H -1.746 1.937 1.374
H -4.163 1.734 1.990
H -4.877 0.309 0.078
H -5.316 -0.428 1.621
H -4.316 -2.112 0.103
H -2.576 -2.950 1.656
H -3.944 -2.300 2.562
H -1.770 -1.485 3.486
H -2.404 0.907 3.532
H -3.848 -0.109 3.638
H -0.516 -1.526 1.366
H -0.393 0.071 2.174
H -2.905 -0.671 -1.256
H -1.899 -1.904 -0.522
F 0.243 -6.182 1.468
C 0.578 -5.026 0.879
C 0.402 -4.862 -0.495
F -0.085 -5.883 -1.208
C 0.709 -3.663 -1.121
F 0.509 -3.546 -2.444
C 1.205 -2.548 -0.397
O 1.461 -1.399 -0.907
C 1.398 -2.789 0.982
F 1.877 -1.717 1.692
C 1.094 -3.973 1.626
F 1.275 -4.095 2.945

Record 2
78
Properties=species:S:1:pos:R:3 method="wB97M-V/def2-TZVPD" homo_lumo_gap_ev="3.31 / 5.56" total_charge=-2 e_above_lowest_kj_mol=51.1 s2=2.0199 homo_energy_ev="0.953 / -1.298" spin_multiplicity=3
Ti -0.252 -0.773 -0.450
C -3.473 -2.136 -2.730
C -2.657 -2.075 -1.458
O -1.382 -2.148 -1.608
C -3.306 -1.974 -0.233
C -2.586 -2.127 0.987
C -3.286 -2.564 2.245
N -1.299 -1.950 0.958
N -0.522 -2.386 2.041
C 0.708 -2.348 1.626
O 1.092 -1.974 0.440
C 1.786 -2.820 2.562
C 3.118 -2.755 2.152
C 4.131 -3.182 3.000
C 3.817 -3.669 4.263
C 2.490 -3.722 4.681
C 1.478 -3.296 3.836
H -2.910 -2.683 -3.486
H -3.609 -1.117 -3.100
H -4.454 -2.589 -2.587
H -4.387 -1.957 -0.217
H -4.353 -2.694 2.067
H -3.132 -1.818 3.027
H -2.858 -3.497 2.614
H 3.333 -2.331 1.185
H 5.165 -3.113 2.681
H 4.606 -3.995 4.932
H 2.244 -4.086 5.672
H 0.441 -3.318 4.144
C 4.671 1.078 2.177
C 3.377 1.009 1.351
O 2.404 0.483 1.904
C 3.475 1.453 0.009
C 2.450 1.455 -0.967
C 2.877 1.345 -2.422
N 1.150 1.602 -0.834
N 0.746 2.344 0.274
C -0.241 1.841 0.911
O -0.759 0.648 0.767
C -0.865 2.658 1.995
C -1.797 2.076 2.850
C -2.383 2.819 3.865
C -2.047 4.154 4.037
C -1.117 4.740 3.184
C -0.532 3.999 2.172
H 4.945 0.067 2.484
H 5.508 1.540 1.651
H 4.459 1.644 3.086
H 4.480 1.661 -0.348
H 3.171 2.347 -2.753
H 3.723 0.678 -2.587
H 2.024 1.035 -3.021
H -2.045 1.034 2.702
H -3.105 2.349 4.524
H -2.506 4.738 4.828
H -0.848 5.783 3.308
H 0.195 4.436 1.501
N -1.367 0.496 -1.962
C -1.937 1.149 -2.742
C -2.598 1.922 -3.691
C -1.949 2.332 -4.905
C -2.627 3.052 -5.847
C -3.983 3.423 -5.678
C -4.622 3.022 -4.482
C -3.973 2.302 -3.519
H -0.910 2.069 -5.060
H -2.100 3.348 -6.750
H -4.505 4.003 -6.427
H -5.660 3.295 -4.312
H -4.489 2.014 -2.611
N 1.990 -3.182 -2.888
C 2.063 -1.981 -2.219
N 3.251 -1.723 -1.608
O 1.117 -1.200 -2.237
H 2.830 -3.545 -3.305
H 1.141 -3.276 -3.424
H 3.735 -2.524 -1.237
H 3.238 -0.912 -0.990

Record 3
83
Properties=species:S:1:pos:R:3 method="wB97M-V/def2-TZVPD" homo_lumo_gap_ev="3.46 / 5.70" total_charge=-2 e_above_lowest_kj_mol=176.7 s2=3.7776 homo_energy_ev="0.414 / -1.863" spin_multiplicity=4
Ti 0.166 -1.028 0.272
O 1.221 0.476 -0.657
N 1.174 0.825 -1.928
C 1.677 2.040 -2.239
C 1.686 2.501 -3.526
C 1.153 1.683 -4.529
C 0.640 0.459 -4.197
C 0.625 -0.014 -2.866
S -0.026 -1.501 -2.386
H 2.045 2.585 -1.381
H 2.088 3.481 -3.735
H 1.138 2.016 -5.560
H 0.207 -0.191 -4.944
O -1.952 -5.378 4.308
C -1.603 -4.506 3.499
C -1.206 -4.641 2.115
O -1.081 -5.677 1.405
C -0.847 -3.259 1.676
C -0.985 -2.342 2.683
O -0.708 -1.017 2.416
C -1.472 -2.997 3.876
O -1.722 -2.525 4.973
O -0.404 -2.923 0.492
C -0.595 2.333 3.351
P -0.456 2.302 1.520
C -1.927 3.229 0.967
C -2.035 3.472 -0.404
C -3.127 4.140 -0.927
C -4.152 4.558 -0.088
C -4.070 4.303 1.271
C -2.962 3.647 1.797
C 0.862 3.561 1.280
C 0.673 4.883 0.882
C 1.760 5.722 0.662
C 3.054 5.257 0.848
C 3.256 3.941 1.249
C 2.172 3.100 1.450
H -0.803 3.322 3.764
H 0.349 1.963 3.753
H -1.364 1.617 3.644
H -1.256 3.108 -1.068
H -3.204 4.293 -1.997
H -5.021 5.054 -0.502
H -4.876 4.606 1.930
H -2.918 3.450 2.860
H -0.333 5.257 0.732
H 1.591 6.745 0.345
H 3.900 5.912 0.674
H 4.262 3.563 1.387
H 2.333 2.060 1.716
C 3.142 -2.580 -2.345
N 2.787 -3.584 -1.370
C 2.858 -4.976 -1.757
C 1.761 -5.740 -1.041
C 1.976 -5.608 0.451
N 2.320 -4.233 0.803
C 2.256 -3.933 2.223
C 2.421 -3.230 -0.100
O 2.280 -2.029 0.204
H 2.479 -2.615 -3.211
H 4.177 -2.733 -2.676
H 3.057 -1.602 -1.880
H 3.841 -5.403 -1.504
H 2.745 -5.028 -2.842
H 1.763 -6.793 -1.325
H 0.790 -5.313 -1.303
H 2.785 -6.272 0.785
H 1.054 -5.870 0.980
H 1.310 -4.263 2.651
H 2.367 -2.866 2.383
H 3.070 -4.462 2.731
N -5.679 1.193 -2.099
C -4.488 0.519 -1.834
N -3.700 0.294 -2.955
N -4.032 0.494 -0.549
C -2.847 0.085 -0.312
N -1.759 -0.308 -0.108
H -5.543 1.936 -2.812
H -6.013 1.620 -1.242
H -3.694 1.099 -3.608
H -2.752 0.010 -2.731
O 1.496 -0.656 3.255
C 0.845 -0.620 2.275

Record 4
76
Properties=species:S:1:pos:R:3 method="wB97M-V/def2-TZVPD" homo_lumo_gap_ev=7.05 total_charge=+3 e_above_lowest_kj_mol=0.0 homo_energy_ev=-17.364
Ir 0.605 -0.070 -1.002
F 6.284 1.446 2.821
C 5.061 1.149 2.482
C 4.120 0.828 3.453
F 4.458 0.821 4.717
C 2.821 0.505 3.079
F 1.959 0.182 4.032
C 2.416 0.513 1.747
P 0.724 -0.011 1.310
C -0.401 0.999 2.281
C 0.035 2.196 2.859
C -0.840 2.961 3.611
C -2.154 2.544 3.790
C -2.597 1.364 3.207
C -1.729 0.595 2.449
C 0.705 -1.725 1.860
C 1.522 -2.601 1.136
C 1.613 -3.932 1.503
C 0.885 -4.394 2.595
C 0.087 -3.525 3.325
C -0.001 -2.184 2.968
C 3.396 0.811 0.805
Br 3.013 0.669 -1.057
C 4.695 1.127 1.138
F 5.589 1.388 0.202
H 1.054 2.539 2.730
H -0.493 3.878 4.069
H -2.832 3.138 4.389
H -3.618 1.036 3.351
H -2.092 -0.323 2.003
H 2.132 -2.236 0.310
H 2.261 -4.606 0.957
H 0.963 -5.432 2.892
H -0.450 -3.883 4.192
H -0.594 -1.511 3.569
C -1.811 -2.809 -0.172
As -1.568 -1.157 -1.126
C -2.059 -1.625 -2.936
C -2.899 0.110 -0.576
C -4.189 -0.247 -0.207
C -5.103 0.751 0.113
C -4.737 2.090 0.052
C -3.448 2.450 -0.321
C -2.535 1.450 -0.630
As -0.761 1.863 -1.209
C -0.125 3.449 -0.334
C -0.890 2.355 -3.068
H -2.773 -3.218 -0.483
H -1.788 -2.657 0.906
H -1.020 -3.498 -0.464
H -3.134 -1.810 -2.933
H -1.542 -2.533 -3.242
H -1.831 -0.817 -3.626
H -4.492 -1.286 -0.161
H -6.109 0.481 0.407
H -5.459 2.858 0.294
H -3.175 3.498 -0.362
H -0.548 4.303 -0.866
H 0.961 3.489 -0.407
H -0.437 3.458 0.706
H -1.649 3.136 -3.134
H -1.203 1.504 -3.669
H 0.062 2.746 -3.421
C 2.394 -0.588 -4.963
C 2.768 -1.703 -3.985
C 1.464 -1.924 -3.256
O 0.881 -0.578 -3.107
C 1.450 0.295 -4.159
H 1.885 -0.997 -5.835
H 3.259 -0.030 -5.313
H 3.554 -1.384 -3.298
H 3.107 -2.606 -4.489
H 1.566 -2.355 -2.253
H 0.765 -2.526 -3.838
H 1.955 1.123 -3.661
H 0.618 0.679 -4.745

Record 5
69
Properties=species:S:1:pos:R:3 method="wB97M-V/def2-TZVPD" homo_lumo_gap_ev="6.81 / 8.36" total_charge=+1 s2=3.8455 homo_energy_ev="-9.712 / -11.230" spin_multiplicity=4
C 2.684 -4.773 -0.578
C 1.443 -5.475 -0.957
C 3.784 -4.771 -1.579
C 3.099 -4.885 0.831
H 4.286 -5.755 -1.591
H 4.557 -4.029 -1.347
H 3.429 -4.595 -2.600
H 1.637 -6.558 -1.043
H 1.056 -5.155 -1.930
H 0.662 -5.348 -0.199
H 3.578 -5.862 1.015
H 2.241 -4.817 1.507
H 3.837 -4.125 1.105
C 0.317 -0.359 -2.318
C 1.559 -1.006 -2.618
C 1.423 -2.398 -2.267
H 2.413 -0.556 -3.122
C 0.090 -2.599 -1.728
C -0.581 -1.327 -1.763
H -1.621 -1.168 -1.489
H 0.070 0.671 -2.566
H 2.131 -3.181 -2.503
H -0.361 -3.547 -1.442
C 1.715 -0.572 1.490
C 2.200 0.397 0.554
C 3.099 -0.254 -0.352
H 2.006 1.469 0.593
C 3.191 -1.642 0.036
C 2.326 -1.835 1.189
H 2.229 -2.737 1.785
H 1.067 -0.381 2.341
H 3.691 0.237 -1.123
H 3.881 -2.376 -0.365
Mn 1.246 -1.268 -0.540
O -0.660 0.645 0.236
As -1.472 2.099 0.525
C -3.183 1.522 1.283
C -3.225 1.081 2.612
C -4.378 0.452 3.100
C -5.493 0.285 2.269
C -5.465 0.776 0.959
C -4.315 1.412 0.467
C -0.312 3.003 1.831
C 0.015 2.319 3.007
C 0.815 2.941 3.974
C 1.307 4.232 3.753
C 1.023 4.888 2.549
C 0.235 4.264 1.573
C -1.850 2.874 -1.233
C -1.618 4.226 -1.506
C -1.842 4.721 -2.799
C -2.346 3.880 -3.799
C -2.612 2.538 -3.514
C -2.353 2.031 -2.233
H -2.362 1.222 3.261
H -4.395 0.082 4.127
H -6.380 -0.228 2.644
H -6.334 0.654 0.309
H -4.302 1.811 -0.546
H -0.341 1.301 3.171
H 1.052 2.404 4.894
H 1.919 4.722 4.513
H 1.420 5.888 2.362
H 0.058 4.753 0.619
H -1.274 4.894 -0.720
H -1.621 5.769 -3.020
H -2.531 4.273 -4.800
H -3.015 1.872 -4.278
H -2.547 0.976 -2.014

Record 6
82
Properties=species:S:1:pos:R:3 method="wB97M-V/def2-TZVPD" homo_lumo_gap_ev=6.20 e_above_lowest_kj_mol=0.0 homo_energy_ev=-7.348
Co 0.654 -0.445 0.460
C -2.135 1.971 -0.692
C -2.104 0.501 -0.983
C -3.045 -0.162 -1.773
C -2.589 -1.456 -1.898
C -3.182 -2.590 -2.664
N -1.440 -1.549 -1.205
N -1.133 -0.353 -0.630
B -0.462 -2.732 -1.164
N 0.889 -2.278 -1.729
N 1.532 -1.267 -1.095
C 2.705 -1.085 -1.721
C 3.751 -0.076 -1.378
C 2.797 -1.999 -2.772
C 1.627 -2.731 -2.753
C 1.171 -3.827 -3.655
N -0.217 -3.131 0.303
N -0.021 -2.161 1.232
C 0.011 -2.768 2.427
C 0.165 -2.103 3.755
C -0.167 -4.140 2.249
C -0.312 -4.332 0.888
C -0.546 -5.590 0.124
H -2.870 2.434 -1.347
H -2.433 2.212 0.327
H -1.182 2.449 -0.913
H -3.924 0.264 -2.226
H -4.097 -2.256 -3.148
H -2.500 -2.950 -3.434
H -3.423 -3.430 -2.012
H -0.894 -3.654 -1.783
H 3.837 0.082 -0.306
H 4.714 -0.435 -1.739
H 3.557 0.876 -1.871
H 3.608 -2.086 -3.475
H 1.945 -4.039 -4.389
H 0.961 -4.742 -3.100
H 0.264 -3.545 -4.190
H -0.271 -1.110 3.776
H -0.347 -2.705 4.505
H 1.214 -2.033 4.048
H -0.209 -4.890 3.020
H -0.515 -6.440 0.801
H -1.517 -5.578 -0.373
H 0.217 -5.732 -0.642
F 5.177 -2.767 2.020
C 4.251 -1.818 2.217
C 3.204 -1.717 1.322
C 2.244 -0.735 1.519
C 2.332 0.094 2.648
C 3.421 -0.042 3.507
F 3.518 0.741 4.600
C 4.404 -0.984 3.312
C 1.128 0.879 2.922
C 0.921 1.785 3.960
C -0.342 2.313 4.157
C -1.389 1.917 3.336
C -1.110 1.040 2.309
N 0.115 0.562 2.088
H 3.177 -2.406 0.489
H 5.236 -1.080 3.992
H 1.738 2.052 4.609
H -0.513 3.013 4.964
H -2.397 2.277 3.481
H -1.878 0.671 1.647
N 1.165 1.378 -0.235
C 1.268 1.891 -1.616
C 1.860 3.143 -1.765
C 1.985 3.704 -3.022
C 1.518 3.016 -4.138
C 0.929 1.775 -3.980
C 0.801 1.202 -2.719
S 1.691 3.763 -5.769
O 1.170 2.750 -6.669
O 0.884 4.965 -5.657
O 3.121 3.998 -5.863
H 0.474 1.961 0.233
H 2.044 1.611 0.225
H 2.227 3.674 -0.892
H 2.448 4.672 -3.157
H 0.580 1.260 -4.866
H 0.356 0.226 -2.617